1.
{
  "formula": "C8H9N3OS",
  "method": "ωB97M-V/def2-TZVPD",
  "elements": ["C", "S", "C", "N", "C", "N", "N", "C", "C", "C", "C", "C", "O", "H", "H", "H", "H", "H", "H", "H", "H", "H"],
  "coordinates": [[2.7913, -2.1838, -0.6066], [1.2000, -1.7193, 0.1349], [1.3255, 0.0762, 0.2274], [2.3489, 0.5836, -0.3670], [2.4309, 1.9379, -0.4094], [2.5624, 3.1141, -0.4877], [0.4080, 0.7570, 0.9333], [-0.8352, 0.1582, 1.4971], [-1.9143, -0.0236, 0.4894], [-2.5064, -1.0879, -0.0493], [-3.5209, -0.6160, -0.9039], [-3.4530, 0.7674, -0.7975], [-2.4729, 1.1325, 0.0347], [2.7524, -3.2824, -0.6082], [3.6152, -1.9028, 0.0643], [2.9187, -1.7610, -1.5874], [0.3932, 1.7546, 0.7878], [-1.1770, 0.8263, 2.2818], [-0.6035, -0.7866, 1.9657], [-2.2485, -2.1042, 0.1927], [-4.1489, -1.1924, -1.5467], [-4.0612, 1.5440, -1.2197]],
  "forces_ev_per_angstrom": [[0.0, -0.2, 1.1], [-0.1, 0.7, 0.2], [0.2, -1.2, 0.1], [0.4, 1.5, -0.5], [0.5, 2.2, -0.1], [-0.5, -3.3, 0.3], [-0.9, -0.7, 0.3], [0.5, 0.4, -0.6], [0.9, 1.0, 0.9], [0.1, -1.1, 0.2], [0.0, 2.1, -0.2], [-0.8, -1.8, -0.8], [0.1, -0.1, 0.3], [-0.1, 0.3, -0.3], [-0.3, 0.1, -0.3], [0.0, 0.1, -0.3], [0.1, 0.2, 0.0], [0.0, 0.1, 0.1], [0.2, -0.3, 0.1], [0.0, -0.1, -0.1], [-0.4, -0.1, -0.1], [0.1, 0.2, -0.1]],
  "e_above_lowest_kj_mol": 122.9,
  "total_energy_ev": -25793.795,
  "mol_weight_da": 195.25,
  "smiles": "CS/C(=N/C#N)NCc1ccco1",
  "spin_multiplicity": 1,
  "orbital_gap_ev": 9.48
}

---

2.
{
  "formula": "C8H9N4",
  "method": "ωB97M-V/def2-TZVPD",
  "elements": ["C", "C", "C", "C", "C", "C", "C", "C", "N", "N", "N", "N", "H", "H", "H", "H", "H", "H", "H", "H", "H"],
  "coordinates": [[-1.7475, -1.7671, -0.4454], [2.7123, 0.1490, -0.9790], [2.7716, 0.4691, 0.3995], [1.4156, -0.0654, -1.4613], [1.6710, 0.2861, 1.2153], [0.4075, -0.4464, -0.5755], [-2.0699, 1.4872, 0.5668], [-0.7741, -1.1412, -1.0506], [-2.7268, -2.1207, 0.1112], [0.5671, -0.1541, 0.7290], [-1.9196, 0.7654, 1.5755], [-1.9385, 1.9237, -0.5317], [3.6483, 0.1146, -1.4779], [3.5426, 1.0512, 0.7645], [1.4589, -0.1863, -2.5031], [1.5785, 0.5809, 2.2841], [-0.8741, -1.3524, -2.1287], [-2.9772, -3.0189, 0.6101], [-2.4651, 0.6623, 2.4164], [-0.4339, -0.0761, 1.3488], [-1.8466, 2.8391, -0.8679]],
  "forces_ev_per_angstrom": [[0.3, 0.5, 1.2], [-2.1, 0.8, 2.9], [-1.3, -0.6, -0.5], [2.6, -1.2, 0.4], [2.1, 2.0, 1.6], [-0.9, 0.1, -1.0], [0.6, -1.4, 1.9], [0.9, 0.2, -2.1], [-1.8, -1.9, 1.6], [-5.1, -1.5, 0.3], [0.5, 0.6, -0.8], [-0.8, -0.8, -0.1], [0.2, 0.4, -1.1], [2.0, 0.3, 0.9], [-1.2, -0.5, -1.3], [0.6, -0.1, -0.9], [0.5, 0.5, 0.4], [0.6, 1.4, -1.1], [-0.5, 0.3, -0.4], [2.3, -0.1, -1.5], [0.2, 1.3, -0.4]],
  "e_above_lowest_kj_mol": 237.0,
  "total_energy_ev": -14393.221,
  "mol_weight_da": 161.19,
  "spin_multiplicity": 1,
  "orbital_gap_ev": 8.34,
  "charge": 1
}

---

3.
{
  "formula": "C8H9N4OP",
  "method": "ωB97M-V/def2-TZVPD",
  "elements": ["P", "N", "N", "N", "C", "C", "C", "C", "C", "C", "H", "H", "H", "H", "H", "H", "C", "N", "C", "O", "H", "H", "H"],
  "coordinates": [[-3.4710, 0.6068, -0.9910], [-2.2479, 1.3037, 0.0193], [-2.5573, 1.9785, 1.1500], [-1.5217, 2.4565, 1.6868], [-0.4340, 2.1321, 0.9288], [0.9205, 2.4421, 1.0477], [1.7600, 1.9658, 0.0690], [1.2919, 1.1821, -0.9969], [-0.0396, 0.8651, -1.1363], [-0.8985, 1.3638, -0.1646], [-4.3713, 0.4550, 0.0601], [-4.0249, 1.8574, -1.3385], [1.2774, 3.0393, 1.8725], [2.8127, 2.2018, 0.1142], [2.0025, 0.8274, -1.7301], [-0.4148, 0.2655, -1.9523], [0.5195, -2.7737, 0.9226], [-0.8252, -2.6732, 0.4972], [-1.8005, -2.0144, 0.3967], [-2.8447, -1.5400, 0.2115], [0.7260, -2.0972, 1.7544], [0.6959, -3.8015, 1.2384], [1.1865, -2.5342, 0.0921]],
  "forces_ev_per_angstrom": [[-0.3, 0.5, -0.7], [0.5, 0.0, 0.1], [-1.0, 0.0, 0.1], [0.4, 0.5, 0.8], [0.0, -0.7, -1.1], [-0.1, 0.0, 0.1], [0.2, 0.1, 0.1], [0.0, -0.1, -0.1], [0.0, -0.1, -0.1], [0.2, 0.5, 0.6], [-0.2, -0.2, 0.1], [-0.1, 0.2, -0.2], [0.1, 0.1, 0.1], [0.1, 0.0, 0.0], [0.0, 0.0, -0.1], [0.1, 0.0, -0.1], [0.5, 0.0, 0.2], [0.0, 0.0, -0.1], [0.7, -0.9, 0.0], [-1.1, 0.4, 0.3], [0.0, -0.1, -0.1], [0.2, 0.1, 0.0], [0.0, 0.0, 0.1]],
  "e_above_lowest_kj_mol": 0.0,
  "total_energy_ev": -25737.148,
  "mol_weight_da": 208.16,
  "smiles": "Pn1nnc2ccccc21.CN=C=O",
  "spin_multiplicity": 1,
  "orbital_gap_ev": 9.57
}

---

4.
{
  "formula": "C8H9N5",
  "method": "ωB97M-V/def2-TZVPD",
  "elements": ["C", "C", "C", "C", "C", "C", "C", "C", "H", "H", "H", "H", "H", "H", "H", "H", "H", "N", "N", "N", "N", "N"],
  "coordinates": [[-1.1588, 2.5793, 0.0325], [0.2773, 0.5639, -0.0748], [1.7970, -1.2009, -0.5121], [3.1995, -1.3648, -0.3972], [2.5107, 0.6491, 0.4045], [-0.9231, -1.4328, 0.6362], [-2.3359, -1.8238, 0.6237], [-2.1607, -0.1647, -0.6467], [-1.8737, 3.0619, -0.6819], [-1.9240, 2.0127, 0.2477], [-0.8990, 3.6704, 0.7454], [0.9959, -2.3203, -1.2099], [3.7313, -2.3003, -0.7303], [2.7210, 1.7704, 0.8422], [-0.2311, -2.0456, 1.3465], [-2.5101, -2.7176, 0.9136], [-2.3800, 0.6442, -1.1373], [0.0833, 1.9329, -0.0610], [1.3820, -0.0599, -0.1235], [3.6078, -0.0847, 0.2209], [-0.8913, -0.3080, -0.0819], [-3.0179, -1.0616, -0.3567]],
  "forces_ev_per_angstrom": [[2.5, 6.2, 1.5], [-10.2, 7.4, -0.9], [1.7, -9.7, -4.6], [-3.1, 2.6, 0.8], [4.2, 0.3, -0.1], [-4.2, -3.6, 3.3], [5.3, 5.7, -3.9], [2.0, -2.0, 1.7], [2.2, 0.2, -1.7], [-3.7, -3.4, 3.5], [-1.3, -3.6, -1.6], [2.3, 4.1, 2.5], [-0.2, 1.7, 0.7], [-1.7, -3.2, -1.3], [-0.7, 2.0, -1.8], [-2.3, -5.8, 2.1], [-0.9, 4.2, -3.2], [3.0, -5.3, -1.6], [4.8, 4.1, 2.9], [-1.3, -1.4, -0.5], [1.3, 0.8, -0.4], [0.5, -1.5, 2.6]],
  "e_above_lowest_kj_mol": 937.0,
  "total_energy_ev": -15883.802,
  "mol_weight_da": 175.19,
  "spin_multiplicity": 1,
  "orbital_gap_ev": 8.78
}

---

5.
{
  "formula": "C8H9NO2Si",
  "method": "ωB97M-V/def2-TZVPD",
  "elements": ["C", "C", "C", "C", "C", "C", "C", "C", "N", "O", "O", "Si", "H", "H", "H", "H", "H", "H", "H", "H", "H"],
  "coordinates": [[-3.4417, -1.5284, -0.3151], [2.7086, -1.5546, -0.1707], [1.8518, -2.1247, 0.7759], [2.1939, -0.6528, -1.0436], [0.4809, -1.9254, 0.7250], [0.8323, -0.4687, -1.0132], [0.0396, -0.8926, -0.0533], [-2.6498, 1.9547, -0.3498], [-3.8764, -0.5800, 0.2875], [-2.6758, -2.2690, -0.8085], [-1.3122, -0.6703, -0.1047], [-2.3967, 0.3285, 0.5650], [3.8142, -1.5997, 0.1163], [2.4075, -2.7606, 1.5926], [2.8361, -0.0336, -1.6377], [-0.0706, -2.2291, 1.6382], [0.4373, 0.2897, -1.7213], [-1.9915, 2.5909, 0.1102], [-2.2610, 1.5042, -1.2577], [-3.5809, 2.4370, -0.3864], [-2.1356, 0.4366, 1.9168]],
  "forces_ev_per_angstrom": [[2.1, -1.6, -0.8], [2.1, -0.1, 2.5], [1.6, -1.9, 0.9], [0.3, -0.2, -0.1], [1.2, 0.0, 3.7], [1.0, 4.1, -3.6], [-3.0, -2.6, 0.3], [0.5, -3.2, 0.3], [-1.1, 0.3, 0.4], [-2.9, -1.5, -0.6], [1.9, 2.0, 0.4], [-1.5, 1.3, -1.1], [-1.5, -0.1, -1.1], [-1.7, 1.1, -1.6], [0.0, 0.0, -0.6], [-0.1, -0.2, -1.1], [0.1, -0.6, 0.4], [2.1, 1.9, 0.6], [-0.1, 1.0, -0.9], [-1.4, 0.1, -0.3], [0.4, 0.2, 2.1]],
  "e_above_lowest_kj_mol": 120.2,
  "total_energy_ev": -21904.351,
  "mol_weight_da": 179.25,
  "spin_multiplicity": 1,
  "orbital_gap_ev": 10.07
}

---

6.
{
  "formula": "C8H9NO3",
  "method": "ωB97M-V/def2-TZVPD",
  "elements": ["C", "C", "C", "C", "C", "C", "O", "C", "N", "O", "C", "O", "H", "H", "H", "H", "H", "H", "H", "H", "H"],
  "coordinates": [[-0.9092, 0.6062, 0.7219], [-0.6888, 0.2553, -0.5930], [-1.9076, -0.5090, -0.9822], [-2.2033, -1.5914, -0.1802], [-1.0925, -2.1031, 0.5782], [0.2312, -1.7148, 0.4056], [1.2018, -2.1105, 1.3304], [0.5385, -0.7239, -0.6014], [1.6438, -0.3552, -1.0609], [2.7993, -0.7469, -0.3429], [3.9416, -0.2613, -0.8319], [5.0080, -0.4562, -0.3360], [0.1568, 0.6148, 0.9436], [-1.3846, 1.5860, 1.0075], [-1.5168, 0.0673, 1.3818], [-0.4052, 1.1781, -1.1445], [-2.6548, -0.0003, -1.5809], [-3.1217, -2.0927, -0.0674], [-1.3702, -2.8069, 1.3525], [1.9571, -2.3747, 0.8105], [3.8199, 0.3231, -1.8257]],
  "forces_ev_per_angstrom": [[1.1, 4.7, 5.7], [0.0, -2.1, -7.1], [-2.3, -0.9, 0.7], [2.2, 1.8, -2.2], [2.0, -0.2, 0.2], [-1.6, -1.9, 1.8], [-1.4, -0.1, -0.8], [-1.1, 0.1, 1.7], [1.2, 2.4, -0.8], [-0.8, -1.6, 0.5], [0.8, 1.2, -2.6], [-0.5, -0.1, 0.4], [-0.1, 1.0, 2.5], [0.9, -0.1, -1.4], [-0.1, -1.7, 0.5], [-0.4, -0.9, -0.3], [-0.1, -0.2, -0.1], [-1.1, -0.3, -0.4], [0.6, -0.1, 0.1], [0.8, 0.0, 0.0], [-0.2, -0.7, 1.5]],
  "e_above_lowest_kj_mol": 561.9,
  "total_energy_ev": -16068.999,
  "mol_weight_da": 167.16,
  "smiles": "C[C@@H]1C=CC=C(O)/C1=N\\OC=O",
  "spin_multiplicity": 1,
  "orbital_gap_ev": 7.96
}

---

7.
{
  "formula": "C8H9NO4",
  "method": "ωB97M-V/def2-TZVPD",
  "elements": ["C", "N", "C", "C", "O", "O", "C", "O", "C", "C", "C", "C", "O", "H", "H", "H", "H", "H", "H", "H", "H", "H"],
  "coordinates": [[2.8673, 0.5110, -0.2762], [1.5852, 0.0903, 0.4447], [0.7351, -0.8776, -0.1695], [0.6633, -2.1206, 0.2950], [1.3536, -2.5515, 1.3342], [0.0629, -0.3896, -1.3071], [-1.0544, 0.3727, -1.1431], [-0.7126, 1.7812, -0.8894], [-1.6012, 2.1990, 0.0475], [-2.2396, 1.2575, 0.6811], [-2.0016, 0.0387, -0.0249], [-2.6079, -1.1512, 0.0559], [-2.9640, -2.1953, 0.2440], [3.5088, -0.3632, -0.0186], [2.6459, 0.6536, -1.3878], [2.9899, 1.5789, 0.0358], [0.9496, 0.7917, 0.6843], [-0.0742, -2.8614, -0.0139], [1.7860, -1.7562, 1.6527], [-1.5727, 0.3476, -2.1580], [-1.3524, 3.2536, 0.4133], [-2.9670, 1.3907, 1.5001]],
  "forces_ev_per_angstrom": [[-3.1, 0.2, -0.5], [0.9, -1.9, -0.4], [0.9, 1.1, -0.5], [-1.9, 0.0, -1.2], [0.7, -0.4, 1.0], [0.5, -1.4, 0.1], [-0.9, 0.6, -1.9], [-0.4, -1.1, -0.7], [2.6, 3.7, 1.3], [-2.8, -0.3, 1.6], [-0.4, -2.0, -0.4], [2.5, 5.1, -0.1], [-1.8, -4.2, 0.4], [0.5, 1.6, -0.5], [0.5, -0.8, 1.2], [1.1, -1.3, 0.3], [-0.4, 2.0, 0.5], [0.3, 0.3, -0.5], [0.6, 0.4, 0.5], [0.7, 0.1, 1.1], [-0.9, -1.5, -0.7], [0.7, -0.1, -0.6]],
  "e_above_lowest_kj_mol": 244.3,
  "total_energy_ev": -18117.805,
  "mol_weight_da": 183.16,
  "smiles": "CN/C(=C\\O)O[C@@H]1OC=CC1=C=O",
  "spin_multiplicity": 1,
  "orbital_gap_ev": 8.49
}

---

8.
{
  "formula": "C8H9NS",
  "method": "ωB97M-V/def2-TZVPD",
  "elements": ["C", "C", "C", "C", "C", "C", "C", "C", "N", "S", "H", "H", "H", "H", "H", "H", "H", "H", "H"],
  "coordinates": [[-2.1593, -1.3444, 0.0282], [-3.3881, -1.0162, -0.4103], [-2.9523, 1.2166, -0.5291], [-1.1290, -0.3142, 0.1219], [-1.6139, 1.0670, 0.0146], [-0.9201, 2.1103, 0.4936], [0.1240, -0.6990, 0.2435], [3.4650, -0.4084, -0.2845], [-3.7800, 0.2614, -0.7250], [2.1204, 0.7586, -0.5537], [-1.8859, -2.3717, 0.2175], [-4.1545, -1.7634, -0.5624], [-3.2949, 2.2173, -0.7680], [0.0432, 1.9764, 0.9522], [-1.3148, 3.1106, 0.4389], [0.6402, -1.6236, 0.3370], [4.3764, 0.1294, -0.5338], [3.3574, -1.2702, -0.9384], [3.4971, -0.7118, 0.7586]],
  "forces_ev_per_angstrom": [[-0.5, -0.1, -0.1], [0.7, -0.9, 0.4], [-0.5, 0.0, -0.1], [0.2, -0.2, 0.0], [0.5, 0.3, 0.3], [-0.3, -0.3, -0.3], [2.7, 2.0, -1.2], [-0.5, -0.1, 0.1], [-0.3, 1.1, -0.3], [-2.5, -1.3, 1.1], [0.0, -0.1, 0.0], [0.1, -0.1, 0.0], [0.0, 0.2, 0.0], [0.2, -0.1, 0.1], [-0.1, 0.2, -0.1], [0.0, -0.5, 0.1], [0.1, 0.0, 0.0], [0.1, -0.1, 0.0], [0.1, -0.1, 0.0]],
  "e_above_lowest_kj_mol": 281.0,
  "total_energy_ev": -20762.745,
  "mol_weight_da": 151.23,
  "spin_multiplicity": 1,
  "orbital_gap_ev": [7.38, 7.39]
}

---

9.
{
  "formula": "C8H9O2P",
  "method": "ωB97M-V/def2-TZVPD",
  "elements": ["C", "O", "P", "C", "O", "C", "C", "C", "C", "C", "C", "H", "H", "H", "H", "H", "H", "H", "H", "H"],
  "coordinates": [[-3.0536, -1.0101, -0.6458], [-1.7535, -0.6616, -0.2816], [-1.4221, 0.9303, -0.1044], [-0.4781, 1.3456, -2.1173], [-0.1909, 2.4888, -2.3317], [0.2885, 0.6676, 0.4446], [0.8686, -0.5659, 0.6899], [2.2522, -0.6936, 0.9676], [3.0298, 0.5024, 1.1845], [2.3341, 1.7040, 1.0599], [1.0168, 1.7963, 0.6447], [-3.0731, -0.7052, -1.6546], [-3.9038, -0.9243, 0.1516], [-3.0483, -2.1211, -0.7695], [-0.6094, 0.6207, -2.9406], [0.1613, -1.3511, 0.7050], [2.7710, -1.5824, 1.3709], [4.0628, 0.4956, 1.4447], [2.7554, 2.6213, 1.4044], [0.5588, 2.7530, 0.5377]],
  "forces_ev_per_angstrom": [[-0.9, -3.0, 1.2], [0.4, 0.2, 1.3], [1.8, -0.2, -2.3], [-2.4, 1.4, 1.7], [0.5, -0.9, 0.1], [-0.4, -0.2, 0.1], [1.4, -0.1, 0.2], [0.5, 1.5, 1.5], [-2.8, -0.7, -1.0], [0.4, 0.1, 0.2], [1.0, 0.2, 0.5], [-1.8, 1.0, -1.1], [1.5, 1.0, -1.7], [0.2, 0.5, 0.2], [0.5, -0.5, 0.1], [0.0, -1.3, -0.1], [-0.8, 0.0, -0.9], [0.5, -0.2, 0.3], [0.7, 0.5, -0.1], [-0.2, 0.7, 0.0]],
  "e_above_lowest_kj_mol": 111.3,
  "total_energy_ev": -21823.052,
  "mol_weight_da": 168.13,
  "smiles": "COP(C=O)c1ccccc1",
  "spin_multiplicity": 1,
  "orbital_gap_ev": 8.48
}

---

10.
{
  "formula": "C8H9O2P",
  "method": "ωB97M-V/def2-TZVPD",
  "elements": ["C", "C", "C", "C", "C", "C", "C", "C", "O", "O", "P", "H", "H", "H", "H", "H", "H", "H", "H", "H"],
  "coordinates": [[-2.7136, -0.9069, 0.1636], [-1.6566, -1.0294, 1.0154], [-2.5366, -0.2209, -0.9775], [-0.5207, -0.3121, 0.8237], [-1.3792, 0.5781, -1.1993], [-0.3769, 0.5401, -0.3010], [1.0316, 1.1025, -0.5936], [1.3999, 2.2378, 0.4435], [1.8460, -0.2354, -0.9970], [2.1903, 1.6870, 1.3486], [2.9798, -0.8187, 0.0234], [-3.6121, -1.5261, 0.3480], [-1.6183, -1.7486, 1.8384], [-3.3210, -0.3459, -1.7348], [0.1596, -0.5241, 1.5629], [-1.1588, 1.0651, -2.0680], [0.9187, 1.7808, -1.4926], [2.6267, 2.3453, 2.0705], [2.3518, -1.9145, 0.5372], [3.3895, -1.7540, -0.8113]],
  "forces_ev_per_angstrom": [[-1.4, -1.9, 0.4], [0.6, -0.5, 1.5], [-0.4, 1.6, -2.0], [-1.1, 0.7, -1.5], [-1.5, -2.0, 1.2], [2.4, -1.1, 2.0], [-2.1, 1.1, -1.6], [0.9, -3.2, -1.4], [-1.5, 3.7, 0.7], [2.0, 2.7, 4.3], [0.5, 1.8, 1.2], [0.5, 0.5, -0.3], [-0.5, 0.3, -0.1], [0.4, 0.6, 0.1], [2.3, 0.2, 1.2], [-0.1, 1.3, -2.5], [0.4, -1.6, 0.2], [-1.5, -2.1, -2.6], [-1.2, -0.8, 1.2], [1.4, -1.4, -2.1]],
  "total_energy_ev": -21818.509,
  "mol_weight_da": 168.13,
  "spin_multiplicity": 3,
  "orbital_gap_ev": [7.61, 7.63]
}

---

11.
{
  "formula": "C8H9P",
  "method": "ωB97M-V/def2-TZVPD",
  "elements": ["C", "P", "C", "C", "C", "C", "C", "C", "C", "H", "H", "H", "H", "H", "H", "H", "H", "H"],
  "coordinates": [[-2.4449, 0.1518, -0.7886], [-1.8436, -1.1430, 0.4189], [0.0031, -0.7902, 0.3724], [0.9354, -1.7203, 0.2306], [2.2465, -1.4526, -0.0354], [2.5985, -0.0929, -0.0813], [1.7523, 0.9142, 0.1856], [0.3433, 0.6009, 0.5087], [-0.7063, 1.5534, 0.7435], [-3.1805, 0.8180, -0.4584], [-2.5807, -0.1112, -1.9083], [-1.6814, -2.2337, -0.2802], [0.6154, -2.7438, 0.1068], [2.8471, -2.2332, -0.4349], [3.5535, 0.1144, -0.4932], [2.1439, 1.9288, 0.1233], [-1.4604, 1.2130, 1.3974], [-0.5734, 2.6039, 0.7162]],
  "forces_ev_per_angstrom": [[0.8, -2.3, -1.5], [0.3, 3.3, 1.0], [-2.7, 3.5, 1.4], [0.7, -3.0, -0.6], [-0.3, 1.6, -0.2], [1.1, -1.9, -0.7], [-2.9, 0.8, 0.9], [1.5, 0.1, -1.1], [1.3, -1.4, -0.3], [-0.9, 0.9, 0.7], [0.6, 0.5, 1.9], [0.0, -2.3, -1.9], [-0.1, -0.3, 0.1], [0.8, -0.3, 0.1], [1.0, 0.4, 0.0], [-0.5, -0.1, 0.1], [-1.0, -0.2, 0.5], [0.3, 0.8, -0.3]],
  "e_above_lowest_kj_mol": 245.1,
  "total_energy_ev": -17726.243,
  "mol_weight_da": 136.13,
  "smiles": "C=[PH]=C1C=CC=CC1=C",
  "spin_multiplicity": 1,
  "orbital_gap_ev": [7.20, 7.71]
}